Entry from OMol25: a molecular structure, C32H54Br6O18S2 in a non-equilibrium geometry (the ωB97M-V functional and the def2-TZVPD basis).

ORCA input file:
```
! wB97M-V def2-TZVPD RIJCOSX def2/J DEFGRID3
* xyz 0 1
C -6.145 -1.957 -1.999
C -7.331 -2.443 -0.054
H -3.074 -8.513 -3.632
C -5.792 -3.324 -1.609
O -1.932 -0.021 4.993
C -2.099 -8.606 2.163
H 2.957 8.594 2.133
C -3.441 3.446 -6.385
O 0.438 0.665 5.720
C 5.181 0.182 -4.236
H 4.934 -0.051 -1.023
C 0.420 1.943 -1.353
H -1.538 1.659 3.801
C -6.894 -3.756 -0.680
H -1.518 -8.030 4.183
H 1.680 6.622 2.750
Br -3.966 9.602 1.472
H -1.268 -9.296 2.311
H 5.875 1.241 -2.442
H -0.535 -7.246 -4.942
H -3.309 -5.970 3.050
O 4.059 -0.968 -2.572
H -1.485 1.145 -1.739
O 4.174 7.829 3.492
C 1.933 7.160 3.663
C -0.446 0.826 -1.669
H -0.785 -8.860 -4.760
H -4.289 0.802 4.880
O 1.800 2.412 0.641
H -3.720 0.511 3.190
C 5.913 5.932 -2.768
H 2.763 6.211 5.625
C -0.935 -7.937 -4.200
H 7.468 7.188 -0.648
C 5.928 0.271 -2.937
S 1.533 -7.441 -2.951
O 8.948 4.845 -1.588
C -2.382 -7.773 -4.032
H 2.792 9.255 3.731
H 7.137 5.786 0.363
H 7.004 0.186 -3.087
H 2.033 -5.216 -3.795
C 2.877 8.316 3.184
Br -5.014 2.702 -7.301
Br -2.742 6.619 0.551
C -4.412 7.713 1.130
H -5.811 -4.054 -2.418
O 7.103 5.223 -2.858
C 1.266 -5.504 -3.076
H -1.125 -0.400 0.107
C 7.123 6.154 -0.663
H -0.757 -0.367 8.440
H 4.937 1.178 -4.604
O 3.099 -1.045 -4.519
C 2.788 6.217 4.535
H -2.404 -7.019 -3.245
H -2.876 -7.452 -4.950
H -6.816 -2.150 0.861
O 2.117 -7.971 -4.254
H 6.107 6.864 -3.298
H -4.815 -3.374 -1.130
C -2.227 1.298 4.565
H -0.080 2.911 -1.318
H 5.728 -0.479 -4.908
O 5.210 6.032 4.282
H 1.210 2.117 -2.083
O -1.854 -7.510 1.200
H 1.053 7.570 4.159
H -3.684 3.360 -5.326
H -2.246 -0.745 7.657
O -7.077 -1.452 -1.122
Br -5.265 7.092 2.772
H -1.720 -5.761 3.729
H -1.658 1.020 7.756
H 2.512 5.194 4.282
C 1.053 1.631 -0.004
O -0.266 -1.717 5.913
H -8.420 -2.440 0.008
H -6.516 -4.529 -0.011
H 5.851 -1.530 -1.890
C 5.271 -0.607 -1.898
O -5.912 -1.350 -3.086
C -2.290 -6.358 3.018
O 0.687 0.368 0.395
H -7.763 -4.146 -1.210
H 5.031 6.913 -1.087
H 5.116 5.377 -3.264
Br -1.748 2.460 -6.690
O -0.133 -7.852 -2.975
S -0.597 -0.301 5.985
H -4.122 2.000 3.709
C -3.608 1.117 4.089
H 0.277 -5.378 -3.518
C 5.691 6.059 -1.235
Br -3.420 5.383 -6.802
C 4.019 -0.654 -3.799
H -3.302 -8.142 3.917
C 7.817 5.286 -1.727
H -2.973 -9.208 1.914
C -1.855 -6.304 1.618
H 1.209 -5.078 -2.074
O -1.563 -5.377 0.926
H -0.232 0.507 -2.689
H 0.039 -1.117 -0.757
C -2.344 -7.831 3.500
C -1.417 -0.037 7.637
C 4.184 6.652 4.175
H -5.229 7.638 0.411
C -0.271 -0.104 -0.500
H 5.056 5.216 -0.967
O 2.105 -7.786 -1.587
H -2.061 2.031 5.355
*
```

Summary:
- E_tot (Eh) = -18846.2743
- maximum force (eV/A) = 5.72
- Kohn-Sham gap (eV) = 8.97

Mulliken population analysis, charges in e, atoms 1 to 6: 0.56 -0.41 0.32 -0.26 -0.26 -0.34

Entry from OMol25: 11 unconnected molecules or ions with the total composition C32H54Cl12O10 in a non-equilibrium geometry (the ωB97M-V functional and the def2-TZVPD basis).

ORCA input file:
```
! wB97M-V def2-TZVPD RIJCOSX def2/J DEFGRID3
* xyz 0 1
C 0.480 0.199 0.543
C -1.197 4.861 -3.883
H 0.461 -3.258 1.383
O 0.139 4.968 -4.442
C -2.716 2.514 3.621
H 5.412 -1.605 -1.892
C 1.034 4.842 -3.415
C -3.642 3.169 2.637
C -4.171 0.580 -5.045
H -1.031 3.008 -2.676
H -3.674 -2.832 0.049
H 3.377 2.847 -1.691
Cl 2.925 2.550 0.464
Cl -5.496 -0.431 -2.863
C -0.124 -5.191 -1.690
C 0.344 4.548 -2.123
H -1.500 0.514 -0.182
Cl 5.569 -2.910 -3.847
C 0.257 -5.942 3.025
H -5.480 -0.697 1.055
C 0.883 -4.536 3.083
H 0.485 -0.184 3.526
H -5.176 0.465 -5.562
H 3.017 -2.163 -3.482
C 2.672 0.353 3.388
C -0.491 0.458 -0.532
Cl 4.007 0.773 4.483
H -1.970 3.289 3.888
C -4.092 -0.581 -4.050
H 1.514 -3.187 -2.630
C 4.790 4.283 -0.789
H 1.022 -6.267 -3.054
H 2.804 -0.481 2.691
H -0.405 1.379 -1.167
H 5.362 4.466 -1.695
H 3.962 4.972 -0.771
H 0.270 5.491 -1.597
C -0.029 -3.678 2.232
H 0.023 -6.300 4.033
C -4.867 -1.623 1.256
O 2.204 4.772 -3.652
H -3.312 0.622 -5.675
O 0.846 -1.264 -1.167
C -2.687 -1.187 2.161
H -0.262 5.678 3.197
H 4.804 2.109 -0.915
H -3.152 3.474 1.743
H -5.584 -2.432 1.081
H -3.962 -1.202 -0.781
C 4.789 -2.333 -2.346
O -2.051 -4.246 1.110
Cl -0.229 3.956 1.747
H 1.491 -0.714 4.887
H -2.211 1.658 3.204
O -1.753 -0.891 2.848
H 0.068 -4.803 -3.743
H 4.573 -3.225 -1.720
H -0.460 -2.814 2.730
H -4.106 -2.674 2.936
Cl -4.332 2.271 -4.377
H 0.762 3.769 -1.499
Cl 2.227 6.467 1.472
O -2.630 -1.182 0.771
H 2.334 5.764 3.796
H -1.515 5.841 -3.544
C -0.323 -0.662 -1.454
C -4.054 -1.632 2.552
H -0.770 -4.353 -1.725
H -1.810 4.450 -4.685
H -4.564 -0.923 3.233
C 0.714 -5.199 -2.914
H -1.890 4.265 -1.890
C 1.827 -4.237 -2.452
O 2.784 -4.172 -0.204
H 2.216 0.226 -0.779
H 2.615 4.496 2.503
C 0.524 4.866 3.087
C 1.337 0.035 4.144
O 0.787 -5.024 -0.546
H -3.113 -0.608 -3.619
C 1.950 5.256 2.826
H 0.423 4.209 3.970
Cl 5.794 4.452 0.622
H 0.892 -4.298 4.153
C 1.593 -0.472 -0.195
Cl 3.783 -0.010 -3.275
Cl -3.537 2.026 5.155
H 1.956 -4.453 2.751
C 4.079 2.914 -0.901
H -4.221 -1.491 -4.647
H 2.811 -4.519 -2.876
H -0.676 -6.149 -1.583
C 3.525 -1.650 -2.726
C -1.054 4.052 -2.559
H 0.085 -0.408 1.326
C 1.874 -4.459 -0.970
C -1.143 -4.571 1.805
O -1.012 -5.763 2.394
H 0.799 -6.704 2.461
C -3.798 -1.778 0.178
Cl 0.753 1.607 5.028
H 2.211 -1.172 0.399
H 2.525 1.284 2.855
H -4.163 4.014 3.068
Cl -4.973 2.011 2.170
O -0.995 -1.089 -2.338
H 0.805 1.132 1.047
H 2.836 -1.577 -1.932
*
```

Summary:
- E_tot (Eh) = -7526.4655
- SMILES string = O=C1CCCO1.O=C1CCCO1.O=C1CCCO1.O=C1CCCO1.O=C1CCCO1.ClCCCl.ClCCCl.ClCCCl.ClCCCl.ClCCCl.ClCCCl
- maximum force (eV/A) = 2.89
- Kohn-Sham gap (eV) = 10.79

Mulliken population analysis, charges in e, atoms 1 to 6: 2.55 -0.47 -1.05 -0.39 0.36 0.47

Entry from OMol25: 13 unconnected molecules or ions with the total composition C32H54Cl6O40S7 in a non-equilibrium geometry (the ωB97M-V functional and the def2-TZVPD basis).

ORCA input file:
```
! wB97M-V def2-TZVPD RIJCOSX def2/J DEFGRID3
* xyz 0 1
H -3.014 -0.096 7.096
S 2.870 -3.619 -0.647
O 2.231 -4.983 -0.006
O -6.167 0.924 0.431
H 4.489 0.412 -3.009
C -7.406 0.465 0.859
Cl -2.399 3.849 -3.371
H -0.215 -0.328 -6.027
O -1.756 -4.959 2.618
H 0.873 -1.390 1.070
O -0.229 -3.367 3.093
H 2.814 -2.761 3.608
C 3.971 0.349 -0.098
H 5.612 -2.827 4.557
C 4.284 0.792 -4.006
H 5.670 2.369 -4.713
H -0.037 2.281 3.783
H -4.044 -3.350 2.786
O 2.524 -0.607 3.059
S -5.192 1.472 1.641
O -1.830 -2.347 -2.722
C -3.421 -3.502 1.898
H 3.523 2.192 -1.101
H 3.962 2.470 0.637
H -1.634 1.627 -3.606
H -4.666 -0.047 5.825
O -3.010 4.892 2.434
S 2.152 4.764 -0.927
C 4.123 1.862 -0.255
O 1.438 -3.023 -1.186
H 6.738 -2.084 3.586
O -2.306 -1.874 6.205
O 1.021 5.634 -1.680
O 3.068 5.475 -0.072
O -1.679 2.810 2.775
S 6.382 0.732 -0.298
S 3.665 0.497 -6.378
O 5.487 2.082 -0.589
O 6.713 0.087 -1.564
O -3.371 -3.824 5.899
H 0.575 6.164 -3.598
C 1.454 6.123 -2.960
O -2.761 3.370 0.549
O 4.698 -0.291 2.582
H 0.595 -6.111 -0.357
C 3.441 0.223 2.587
H 1.903 7.098 -2.765
O -3.835 1.016 1.564
H -4.978 -3.697 0.340
Cl -0.091 2.957 -4.901
C -4.125 -3.084 0.643
H -1.233 1.327 0.294
O 5.193 1.091 -6.151
H -7.689 -0.504 0.450
C -1.680 2.468 -4.287
H -3.693 -5.605 2.617
H -6.618 -0.153 -2.808
H -0.574 0.108 6.228
O 0.023 -2.798 -4.376
C -5.566 -0.311 -3.015
H -0.457 -3.668 -1.390
O 1.517 3.618 -0.369
H -4.355 -2.022 0.645
O -5.498 2.846 1.960
H 1.815 -1.836 -4.214
O 3.383 -2.791 0.399
C 2.450 5.094 -3.434
H 3.852 -0.173 -1.058
O 3.659 -0.155 -4.877
O 5.208 -0.106 0.450
H -1.619 1.381 5.746
Cl -5.638 -0.229 -4.776
Cl -2.758 1.976 -5.590
C 3.227 -1.755 3.576
H 0.284 -4.706 0.703
C -3.293 -2.647 5.703
Cl -4.434 0.831 -2.400
Cl -5.143 -1.940 -2.411
C -7.339 0.337 2.401
O 2.748 1.615 -6.414
H -1.215 0.017 4.621
C -0.490 3.211 3.443
H -3.503 -3.357 -0.221
C -1.259 0.713 -0.607
H 4.685 -2.305 2.055
C 5.490 1.293 -4.774
C 5.730 -1.912 3.960
H 3.073 -0.053 0.370
H 3.382 5.514 -3.829
O 1.300 1.122 -2.860
S -1.411 -2.096 -4.062
H 6.447 0.821 -4.547
H 0.968 4.654 2.705
C -0.355 -0.494 -0.307
C 0.239 -0.532 -5.058
H 3.378 -1.570 4.646
H 3.519 1.558 -3.840
O 2.901 4.373 -2.309
C -1.299 -3.681 2.693
O -0.781 -0.606 -4.062
C 0.208 -0.524 1.104
H 0.797 0.369 1.309
H -0.745 3.822 4.312
O 3.208 1.351 2.257
S -2.196 3.937 1.751
C -1.474 0.305 5.641
H 5.692 -1.130 4.719
O -2.248 -2.276 -5.211
O -2.174 -2.843 2.079
H -7.499 -0.657 2.820
O 0.772 -0.276 -1.181
H -3.839 -0.019 4.285
H 0.944 0.252 -4.792
O 3.704 -3.931 -1.763
C 0.290 3.892 2.319
H 1.439 -2.291 -5.783
H -8.003 1.003 2.951
O -0.601 1.344 -1.706
O 3.581 -0.459 -7.439
O -4.197 -1.934 5.062
C -2.657 -0.493 6.144
H -2.312 0.623 -0.837
C -3.915 -0.562 5.224
C -3.031 -4.993 2.004
H -3.051 -5.482 1.024
H 0.795 -4.589 -2.276
C 4.632 -1.664 2.937
H 0.961 3.143 1.900
O -5.955 0.522 2.678
O 7.403 1.062 0.658
C 0.821 -5.063 -0.180
O -0.709 4.556 1.551
H -8.156 1.231 0.653
C 0.962 -1.862 -4.898
H 2.142 4.360 -4.177
H -0.798 -1.449 -0.595
H -0.539 -0.713 1.872
C 0.537 0.774 -1.997
C 0.532 -4.114 -1.324
*
```

Summary:
- E_tot (Eh) = -9809.6420
- maximum force (eV/A) = 2.58
- Kohn-Sham gap (eV) = 10.37
- relative energy (zero: lowest compared OMol25 entry of this formula, charge and spin) (kcal/mol) = 0.0

Mulliken population analysis, charges in e, atoms 1 to 6: 0.31 1.04 -0.38 -0.21 -0.26 -0.33

Entry from OMol25: a molecular structure, C32H54ClN14O4S2 in a non-equilibrium geometry (the ωB97M-V functional and the def2-TZVPD basis).

ORCA input file:
```
! wB97M-V def2-TZVPD RIJCOSX def2/J DEFGRID3
* xyz -1 1
O 0.893 -5.313 -3.758
C 2.189 -4.724 4.375
C -3.901 -7.429 -3.776
H 8.064 5.935 2.566
H 9.403 3.157 6.349
C 5.086 0.213 4.435
S -0.268 -4.579 -3.300
C -0.449 -9.092 -1.142
N 5.543 4.083 2.198
C 2.447 0.478 0.790
C 0.073 -2.929 -3.903
N 0.173 -7.013 -2.604
H 0.889 -3.620 2.459
C -3.275 -0.044 -3.492
H -2.375 0.284 -2.961
H 5.897 2.136 4.622
H 1.258 2.736 -1.332
H 0.939 5.210 3.713
C 3.301 -4.009 4.997
C 7.483 3.971 6.576
N -5.839 -8.609 -5.066
C -1.067 -1.914 -3.677
H 0.813 4.376 2.152
H -0.740 -1.216 -2.909
H -3.379 -1.187 -1.796
H 2.025 -0.622 2.530
H 7.220 5.908 4.128
H 1.681 4.299 -2.056
C -2.902 -0.680 -4.856
H -3.280 -6.857 -4.464
H -7.010 2.884 -2.467
C -3.344 6.524 -0.983
H -5.264 9.901 0.337
H -4.309 -6.751 -3.029
H -1.044 -9.796 -1.723
H -5.507 10.457 -1.329
C 1.268 3.144 3.784
H -1.163 -1.592 -5.857
C -4.986 -8.090 -4.499
C 5.073 1.637 4.115
H 8.278 2.173 7.304
N -0.360 -4.659 -1.682
H 8.278 4.564 3.670
H 5.176 1.780 3.042
C -4.337 5.731 -1.704
Cl -1.132 -2.424 2.351
C -3.518 10.045 -0.814
C -6.730 2.007 -3.047
H 1.335 1.008 2.480
H 0.555 -3.179 0.776
C 6.436 4.619 2.680
H -0.854 -0.108 -4.906
S -1.599 -3.907 -1.005
C 0.419 4.410 -0.387
H -4.186 -1.846 -3.026
O -1.435 -5.085 -3.993
C 1.360 4.422 3.092
N -5.089 2.704 -4.945
H -1.987 -2.431 -3.415
H 8.983 3.643 8.002
N 6.599 4.580 6.171
H 3.809 -3.393 4.258
H -3.157 0.032 -5.648
N -0.444 4.908 0.185
H 4.135 2.074 4.443
C 0.107 -3.556 1.697
C -1.401 -1.060 -4.932
H 1.030 -2.559 -3.533
N 3.142 0.774 -0.075
H 2.404 4.653 2.882
C -0.514 -4.925 1.374
N 1.230 2.124 4.310
O -2.883 -4.023 -1.681
H -3.837 7.164 -0.254
H -2.037 -5.851 0.172
H -2.645 -4.438 1.048
C -1.783 -4.846 0.523
H -3.895 0.835 -3.686
H -0.795 -5.381 2.331
H -7.624 1.556 -3.476
N 1.333 -5.287 3.856
H 4.010 -4.724 5.412
C 1.511 3.773 -1.119
H 2.422 3.798 -0.522
C -0.101 -7.933 -1.965
H -4.802 11.550 -0.123
C 7.567 5.299 3.298
N -2.470 9.669 -1.091
N 5.099 -0.904 4.695
C 1.554 0.124 1.891
H -3.281 -8.174 -3.280
H -6.244 1.283 -2.393
H 2.932 -3.368 5.796
N -3.989 -0.961 -2.575
H -3.475 -1.602 -5.012
C -4.854 10.517 -0.461
H -2.792 7.146 -1.683
C -5.814 2.399 -4.110
H 0.620 -0.281 1.501
N -5.102 5.109 -2.290
H -2.648 5.867 -0.464
C 8.605 3.189 7.089
H 0.242 -5.595 0.957
H 0.456 -9.592 -0.800
H -1.025 -8.772 -0.274
H 0.202 -3.050 -4.982
O -1.350 -2.508 -0.679
*
```

Summary:
- E_tot (Eh) = -3575.7334
- maximum force (eV/A) = 3.87
- Kohn-Sham gap (eV) = 6.46

Mulliken population analysis, charges in e, atoms 1 to 6: -0.69 0.49 -0.26 0.34 0.27 0.32